1.
Formula: C19H24GeN2PdSbSe4
Source: OMol25
Level of theory: ωB97M-V/def2-TZVPD

Each line ends with the Löwdin charge.
Geometry (Å):
Pd: 0.2950 -0.0267 -1.1990  -0.0893
Se: 1.0686 -0.5704 -5.3595  -0.0245
Sb: 2.0262 -0.5329 -3.1542  -0.0958
Se: 0.9838 -2.3659 -1.7624  0.0784
Se: 0.3216 2.0355 -2.3052  0.2646
Se: 4.2193 0.1585 -2.6450  -0.0980
C: -1.8890 2.8363 0.2668  -0.2567
Ge: -0.3464 1.6551 0.4966  0.7921
C: 1.1780 2.7196 1.1054  -0.3296
C: 1.0332 3.5681 2.1988  -0.1089
C: 2.1060 4.3340 2.6378  -0.0887
C: 3.3261 4.2586 1.9850  -0.0855
C: 3.4821 3.4155 0.8912  -0.0691
C: 2.4119 2.6494 0.4574  -0.1512
C: -0.8058 0.0594 1.5289  -0.2633
C: -2.1331 -0.1583 1.8112  -0.1124
C: -2.5373 -1.2737 2.5659  -0.0772
C: -1.6115 -2.1766 3.0073  -0.0274
C: -0.2372 -2.0090 2.7224  -0.1640
C: 0.7313 -2.9478 3.1521  -0.0350
C: 2.0512 -2.7766 2.8533  -0.0714
C: 2.4716 -1.6544 2.1115  -0.0604
C: 1.5607 -0.7306 1.6885  -0.0718
C: 0.1804 -0.8739 1.9731  -0.1932
H: -2.1817 3.2691 1.2253  0.0243
H: -2.7333 2.2994 -0.1633  0.0166
H: -1.5976 3.6347 -0.4109  0.0042
H: 0.0827 3.6366 2.7173  0.0989
H: 1.9871 4.9898 3.4910  0.1015
H: 4.1600 4.8583 2.3272  0.1020
H: 4.4326 3.3553 0.3775  0.1078
H: 2.5426 1.9900 -0.3954  0.0360
H: -2.8845 0.5369 1.4561  0.0913
H: -3.5868 -1.4122 2.7932  0.1031
H: -1.9197 -3.0431 3.5809  0.1137
H: 0.4020 -3.8098 3.7206  0.1114
H: 2.7826 -3.5040 3.1811  0.1047
H: 3.5189 -1.5296 1.8706  0.1128
H: 1.9026 0.1226 1.1158  0.0733
N: -1.0260 -2.8041 -4.2812  0.0559
C: -2.3930 -2.3649 -3.8751  -0.1462
C: -2.2897 -1.0266 -3.1151  -0.3023
N: -2.9307 -0.9788 -1.8163  0.0085
H: -1.0257 -3.6479 -4.8486  0.1511
H: -0.4224 -2.9360 -3.4334  -0.0502
H: -0.4984 -2.0557 -4.8081  -0.0676
H: -2.7934 -3.1237 -3.2038  0.1184
H: -3.0066 -2.3288 -4.7739  0.1189
H: -2.6152 -0.1771 -3.7136  0.1226
H: -1.2239 -0.8642 -2.9563  -0.0071
H: -2.6310 -1.7328 -1.2120  0.0638
H: -3.9384 -0.9462 -1.8775  0.0710

Atomic forces in eV per Å
0.00 -0.20 0.35
-0.01 0.16 -0.17
-0.08 -0.03 0.23
0.19 -0.21 0.14
-0.12 -0.01 0.19
0.00 -0.01 0.03
0.03 -0.21 0.17
0.09 0.78 -0.63
-0.01 -0.28 -0.08
0.02 0.03 0.01
-0.09 0.01 0.04
0.10 -0.02 -0.07
-0.04 0.09 0.11
-0.05 -0.04 -0.02
0.18 0.00 -0.20
0.07 0.08 -0.08
-0.08 -0.13 0.07
-0.06 0.00 -0.01
0.10 0.19 -0.12
-0.01 -0.04 0.02
0.02 -0.06 0.03
-0.05 0.03 -0.01
0.07 0.03 -0.01
-0.08 -0.20 0.16
-0.03 -0.03 0.01
0.01 0.00 -0.01
0.01 0.00 0.01
0.01 0.02 0.02
0.00 0.00 0.00
-0.01 0.00 0.01
0.00 -0.01 -0.01
0.04 0.01 0.00
0.00 -0.01 0.00
0.01 -0.01 0.00
-0.01 0.01 0.01
0.00 0.00 0.00
-0.01 0.00 0.01
0.00 0.01 -0.02
0.02 0.01 0.01
-0.10 -0.06 -0.15
-0.01 0.02 0.01
0.22 -0.06 0.05
-0.03 0.20 -0.17
-0.01 -0.04 0.06
0.02 0.00 0.00
0.00 0.06 0.02
-0.03 -0.05 -0.07
-0.05 0.07 0.04
-0.16 -0.11 -0.08
-0.03 0.16 0.01
-0.04 0.01 0.05
-0.01 -0.13 0.07

Total energy ... -12898.739093 Eh
Energy relative to the best compared isomer or geometry (same formula, charge and spin) ... 18.2 kcal per mole
F_max ... 0.020 Eh/bohr
Kohn-Sham gap (alpha / beta) ... 6.78 / 5.85 eV
Expectation value of S² ... 0.76
Spin multiplicity ... 2

***

2.
Formula: C27H57N5O9Tl
Source: OMol25
Level of theory: ωB97M-V/def2-TZVPD

Each line ends with the Löwdin charge.
Geometry (Å):
Tl: -3.6486 9.5252 7.6083  1.0137
N: -5.3112 11.5616 10.4676  -0.7280
O: -4.6317 10.5614 10.2036  -0.1785
O: -5.9652 11.6706 11.4555  -0.0110
O: -5.4616 12.4313 9.6841  -0.0357
N: -3.5106 6.8693 9.8290  -0.7247
O: -4.4386 7.5964 9.8096  -0.0843
O: -2.8539 6.9062 8.8172  -0.1476
O: -3.1508 6.3515 10.8671  -0.0148
C: -5.6183 4.3089 9.7956  -0.0018
C: -6.8732 3.5002 9.2914  -0.3730
C: -7.3275 4.3388 7.9520  -0.1019
C: -8.3235 3.5654 7.1300  -0.1619
C: -7.6817 2.2363 6.7539  -0.1589
C: -7.2443 1.3501 7.9280  -0.3950
N: -6.5911 2.1172 8.9989  0.0754
O: -6.2191 1.3438 10.0622  0.1061
C: -8.6216 0.6195 8.3452  0.0077
C: -6.2220 0.3591 7.2987  -0.0159
C: -8.0662 3.6049 10.3399  0.0403
H: -5.8297 5.3296 10.1143  0.1028
H: -4.6962 4.2178 9.2215  0.0904
H: -5.3630 3.8710 10.7606  0.0615
H: -7.8215 5.2805 8.1914  0.1267
H: -6.4072 4.7181 7.5079  0.1244
H: -8.5556 4.1341 6.2295  0.1255
H: -9.2349 3.3751 7.6968  0.1145
H: -6.7884 2.2575 6.1297  0.1173
H: -8.2710 1.6121 6.0822  0.1266
H: -9.2652 0.1026 7.6333  0.0934
H: -8.4397 -0.3001 8.9013  0.0829
H: -9.3697 1.2282 8.8531  0.0728
H: -6.5710 -0.4200 6.6210  0.1011
H: -5.3310 0.6690 6.7526  0.0957
H: -5.8292 -0.2374 8.1220  0.0788
H: -8.8319 2.9228 9.9702  0.0634
H: -8.3698 4.6476 10.4330  0.1100
H: -7.7356 3.1676 11.2820  0.0915
H: -5.2595 1.3426 10.0325  0.1038
C: 2.1794 9.3710 7.6481  -0.0296
C: 0.9888 8.5097 8.1625  -0.4598
C: 1.6112 7.2164 8.8163  -0.1175
C: 1.9225 7.3752 10.3159  -0.2210
C: 0.7593 7.8356 11.1050  -0.1578
C: 0.2686 9.1820 10.5873  -0.4943
N: 0.0610 9.0910 9.1328  -0.0715
O: -0.7085 10.1772 8.5400  -0.0962
C: -1.1389 9.3692 11.1889  -0.0080
C: 1.2166 10.2871 11.0243  -0.0280
C: 0.2353 7.9114 6.8989  -0.0324
H: 2.6194 9.0988 6.6888  0.0861
H: 2.8668 9.7784 8.3894  0.0758
H: 1.6676 10.3071 7.4248  0.0610
H: 0.9240 6.3706 8.7932  0.1105
H: 2.5769 6.9041 8.4189  0.1158
H: 2.8130 7.9655 10.5318  0.1041
H: 2.1228 6.3962 10.7513  0.1080
H: 1.0357 7.9368 12.1545  0.1286
H: 0.1228 6.9573 10.9980  0.1297
H: -1.0943 9.3669 12.2779  0.0931
H: -1.7578 10.1796 10.8037  0.0798
H: -1.7112 8.4594 11.0077  0.0666
H: 2.2498 10.0748 10.7495  0.0626
H: 1.0773 11.3523 10.8400  0.0886
H: 1.4044 10.1661 12.0912  0.0835
H: -0.6841 7.3796 7.1440  0.0693
H: 0.7716 7.2535 6.2150  0.0778
H: 0.0911 8.7951 6.2773  0.0666
H: 0.0179 10.8037 8.5044  0.0790
C: 0.1369 2.5907 9.4649  -0.0582
C: -0.7026 1.6320 10.3122  -0.4464
C: 0.3427 1.0521 11.3687  -0.1390
C: -0.2947 0.2861 12.5354  -0.1548
C: -1.2527 1.3544 13.2247  -0.1120
C: -2.3865 1.8376 12.2702  -0.4098
N: -1.7885 2.4172 11.0299  -0.1060
O: -2.7818 2.8695 10.1886  -0.0334
C: -3.4885 0.6926 11.9832  -0.0098
C: -3.2143 3.0293 12.9849  -0.0242
C: -1.0951 0.5816 9.2447  -0.0428
H: -0.3422 3.2164 8.7119  0.0905
H: 0.8820 1.9088 9.0551  0.0831
H: 0.6830 3.2323 10.1566  0.0765
H: 1.1428 0.5182 10.8560  0.1116
H: 0.9684 1.8566 11.7552  0.1083
H: 0.4553 -0.1894 13.1675  0.1054
H: -0.9748 -0.5273 12.2824  0.0942
H: -0.5420 2.1784 13.2879  0.1115
H: -1.6942 0.9952 14.1543  0.1168
H: -4.3283 1.0949 11.4165  0.0322
H: -3.0446 -0.0546 11.3253  0.0529
H: -3.7870 0.0951 12.8446  0.0860
H: -2.5967 3.7958 13.4530  0.0873
H: -4.1421 3.4417 12.5884  0.0596
H: -3.7171 2.6864 13.8892  0.0709
H: -1.3084 0.9994 8.2608  0.0760
H: -2.0678 0.1382 9.4580  0.0533
H: -0.3294 -0.1874 9.1421  0.0864
H: -2.9184 3.7091 10.6336  0.0705

Atomic forces in eV per Å
-0.11 -0.13 1.44
-1.02 -0.78 -0.04
1.77 -2.03 -0.42
-1.29 -1.32 4.85
0.88 3.86 -5.18
1.57 1.45 0.77
-6.12 2.83 0.76
3.70 -1.84 -3.70
0.79 -2.56 1.53
-0.14 -1.66 1.78
-0.18 4.01 -1.34
0.01 -0.63 1.57
1.18 -0.66 -0.91
0.61 -0.07 -0.78
-1.76 -0.92 -2.68
-1.46 -0.48 0.30
-0.68 0.47 -0.95
0.58 -1.09 1.36
0.64 -1.63 1.52
1.09 -1.37 -0.49
-0.34 0.18 -0.79
-0.41 0.18 -0.55
0.23 -0.21 0.20
0.09 -0.09 1.02
-0.01 -0.70 -0.71
-0.26 -0.09 0.02
-0.09 0.20 -0.04
0.23 1.37 -0.02
-0.61 -0.04 0.47
0.78 0.80 -1.55
0.47 0.42 1.04
0.59 0.29 0.36
-1.14 0.36 0.08
-0.19 1.26 0.29
0.16 -0.18 0.13
-0.43 0.55 0.10
0.03 -0.26 -0.07
0.04 0.34 0.13
1.08 0.08 0.35
-1.80 1.89 0.31
1.52 -3.42 -0.29
0.03 0.46 1.90
1.23 -0.51 0.10
0.37 0.12 -0.30
-2.07 0.70 -0.27
-0.56 -1.09 -1.37
1.49 -0.96 0.84
-0.38 -0.62 0.18
1.77 -0.36 1.01
0.09 1.68 0.15
0.16 -0.51 0.40
0.43 -0.95 0.17
-0.07 0.51 -0.63
-0.23 0.07 -0.46
-0.27 0.21 -0.88
0.17 0.22 -0.35
0.53 -0.32 -0.34
-0.15 0.04 0.09
-1.24 0.74 0.18
0.18 0.55 0.09
0.40 0.25 0.18
0.01 -0.10 -0.35
0.11 -0.05 -0.91
-0.76 -0.22 -0.29
-0.72 0.34 0.45
-0.12 0.42 0.30
0.80 -0.16 0.63
-0.89 0.00 -0.26
-0.41 1.09 -0.37
0.87 0.29 1.16
0.48 0.74 -0.29
-0.83 -0.19 -0.40
-1.58 0.75 -0.08
0.93 -0.50 -1.47
-2.04 0.39 0.20
2.34 -2.27 1.66
-0.73 -0.07 -0.65
1.86 0.15 -0.60
0.43 -1.08 1.30
-1.60 -0.40 0.54
-0.28 -0.41 0.05
0.16 0.40 -0.64
0.00 0.40 -0.15
-0.48 -0.65 -0.44
-0.55 0.50 0.41
-0.01 0.51 0.37
0.27 -0.28 -0.76
-0.55 0.50 1.00
0.23 0.29 0.08
0.02 0.14 0.69
0.16 -0.04 -0.15
-0.26 0.61 0.27
0.30 0.32 -0.84
0.57 0.23 -1.32
0.34 -1.08 0.39
0.50 0.45 0.02
0.11 -0.59 0.39
-0.12 0.01 0.06
-0.45 0.98 -0.57

Total energy ... -2185.724037 Eh
F_max ... 0.132 Eh/bohr
Kohn-Sham gap (alpha / beta) ... 5.89 / 1.68 eV
Expectation value of S² ... 0.75
Spin multiplicity ... 2

***

3.
Formula: C4H8S
Source: OMol25
Level of theory: ωB97M-V/def2-TZVPD

Each line ends with the Löwdin charge.
Geometry (Å):
C: -1.4791 0.4633 1.5267  0.2269
C: -1.1364 -0.0986 0.3167  -0.0719
C: -0.6257 0.6906 -0.7141  -0.0753
C: -0.3900 0.1763 -1.9690  0.2184
H: -1.2655 1.5028 1.7527  0.1078
H: -1.9825 -0.1102 2.2953  0.1056
H: -1.2838 -1.1574 0.1349  0.1363
H: -0.4403 1.7437 -0.5344  0.1355
H: -0.0614 0.8060 -2.7866  0.1041
H: -0.5282 -0.8719 -2.2075  0.1058
S: 3.0722 -1.2758 1.3080  0.4939
H: 2.1219 -1.1250 0.3762  -0.2782
H: 3.9988 -0.7437 0.5011  -0.2090

Atomic forces in eV per Å
-0.07 0.01 0.29
0.03 -0.16 0.00
0.14 0.25 -0.11
0.09 -0.08 -0.35
-0.03 -0.02 -0.13
0.08 -0.05 -0.02
-0.13 0.00 0.07
-0.04 0.01 0.01
0.03 0.07 0.09
-0.08 -0.03 0.17
-0.07 0.05 -0.01
0.02 -0.06 -0.03
0.03 0.01 0.03

Total energy ... -555.013048 Eh
F_max ... 0.007 Eh/bohr
Charge ... +1
Kohn-Sham gap (alpha / beta) ... 6.85 / 4.13 eV
Expectation value of S² ... 0.79
Spin multiplicity ... 2

***

4.
Formula: C24H30CrN3O6S
Source: OMol25
Level of theory: ωB97M-V/def2-TZVPD

Each line ends with the Löwdin charge.
Geometry (Å):
Cr: 0.9470 -0.3239 0.8047  1.0747
C: 0.2826 1.0332 3.5258  -0.1046
C: 0.0537 -0.2374 4.3590  -0.1321
O: 0.3433 -1.4013 3.5948  -0.1769
C: 1.4512 -2.1711 4.0161  -0.1360
C: 2.7460 -1.5718 3.4621  -0.1062
O: 2.5933 -1.3205 2.0680  -0.2129
C: 3.3795 -2.0874 1.1673  -0.1296
C: 2.4616 -3.0229 0.3845  -0.1029
O: 1.4496 -2.2195 -0.2367  -0.1873
C: 0.2111 -2.8918 -0.4483  -0.1176
C: -0.7077 -2.7625 0.7763  -0.1043
O: -0.8528 -1.3693 0.9840  -0.2635
C: -1.8448 -0.8935 1.8863  -0.0979
C: -1.5620 0.6130 2.0275  -0.1011
O: -0.1705 0.8906 2.1829  -0.2031
H: 1.3462 1.2622 3.4312  0.1417
H: -0.2308 1.8761 4.0035  0.1551
H: -0.9985 -0.3061 4.6554  0.1386
H: 0.6626 -0.1920 5.2655  0.1485
H: 1.2844 -3.1757 3.6193  0.1350
H: 1.5005 -2.2369 5.1053  0.1456
H: 3.5895 -2.2378 3.6510  0.1465
H: 2.9412 -0.6058 3.9390  0.1427
H: 4.1445 -2.6635 1.6935  0.1511
H: 3.8697 -1.3867 0.4803  0.1313
H: 2.0024 -3.7462 1.0689  0.1416
H: 3.0217 -3.5570 -0.3928  0.1610
H: 0.3901 -3.9426 -0.6950  0.1588
H: -0.2481 -2.3849 -1.3048  0.1226
H: -0.2423 -3.2290 1.6560  0.1372
H: -1.6751 -3.2419 0.5817  0.1631
H: -1.7704 -1.4177 2.8435  0.1336
H: -2.8509 -1.0376 1.4681  0.1611
H: -2.1227 1.0435 2.8602  0.1595
H: -1.8606 1.1237 1.1037  0.1131
O: -0.0149 0.5099 -0.7533  -0.5635
S: -1.1324 0.2312 -1.7570  1.1317
C: -0.5329 0.9040 -3.3135  -0.3647
C: -1.0967 0.3917 -4.4717  -0.0753
C: -0.6921 0.8921 -5.6973  -0.0407
C: 0.2709 1.8886 -5.7533  -0.0302
C: 0.8333 2.3856 -4.5863  -0.0554
C: 0.4307 1.8938 -3.3551  -0.0807
C: -2.3538 1.5145 -1.3763  -0.3781
C: -3.6873 1.1952 -1.5710  -0.0756
C: -4.6555 2.1419 -1.2848  -0.0446
C: -4.2831 3.3924 -0.8123  -0.0375
C: -2.9425 3.6976 -0.6201  -0.0403
C: -1.9650 2.7554 -0.8977  -0.0758
H: -1.8422 -0.3860 -4.4215  0.1122
H: -1.1225 0.4945 -6.6021  0.1198
H: 0.5934 2.2725 -6.7070  0.1216
H: 1.5915 3.1509 -4.6319  0.1193
H: 0.8697 2.2630 -2.4410  0.1060
H: -3.9599 0.2228 -1.9499  0.1138
H: -5.6961 1.9058 -1.4355  0.1196
H: -5.0379 4.1313 -0.5949  0.1201
H: -2.6468 4.6733 -0.2657  0.1201
H: -0.9183 2.9754 -0.7410  0.1191
N: 2.4559 0.6091 0.2264  0.0306
C: 3.0195 0.8488 -0.7860  -0.2566
N: 3.7121 1.1016 -1.7663  0.1663
C: 3.6608 0.9457 -3.0420  -0.3420
N: 3.6060 0.7896 -4.1797  0.1745

Atomic forces in eV per Å
-0.59 -0.41 -0.56
0.52 -0.24 0.88
-0.19 0.21 -0.21
0.02 0.18 -0.07
0.51 -0.04 -0.17
-0.58 0.05 0.75
-0.74 0.21 -0.34
0.19 -0.35 -0.90
0.81 -0.13 0.50
-0.21 1.25 0.66
-0.98 -0.27 -0.16
0.51 -0.92 -0.40
0.49 0.30 -0.19
-0.33 0.59 0.72
-0.95 -0.19 -0.56
0.61 -0.57 -0.89
-0.08 0.06 0.08
0.12 -0.04 -0.20
0.13 0.04 0.08
-0.07 0.07 -0.01
0.08 0.03 0.04
0.02 -0.03 0.01
-0.01 0.09 -0.07
0.10 -0.12 -0.03
-0.11 0.08 -0.03
-0.04 -0.21 0.22
-0.04 0.08 -0.14
-0.15 0.10 0.12
-0.04 0.15 -0.01
0.04 -0.28 0.13
-0.22 0.12 -0.03
0.15 0.17 0.01
0.02 -0.03 -0.27
0.27 0.01 -0.02
0.04 -0.05 -0.05
0.05 -0.09 0.31
1.18 -0.05 1.13
-0.95 1.00 -0.91
0.07 -0.41 0.16
-0.09 -0.16 0.12
0.03 0.08 0.05
-0.03 -0.04 0.10
-0.10 -0.03 0.08
0.09 0.11 0.16
0.12 -0.55 0.11
0.15 -0.17 -0.02
-0.03 0.18 0.00
-0.01 -0.11 -0.03
0.16 -0.05 -0.03
0.17 -0.01 -0.03
-0.12 -0.17 -0.02
-0.04 -0.03 -0.10
0.04 0.04 -0.12
0.08 0.04 -0.01
0.08 0.09 0.09
-0.12 -0.16 -0.04
-0.13 -0.02 -0.02
-0.08 0.08 0.02
-0.02 0.08 0.05
0.06 0.07 -0.01
-0.43 0.14 1.18
0.75 0.22 -1.66
0.06 0.30 2.33
-0.27 -0.29 -1.32
0.07 0.00 -0.48

Total energy ... -2990.284838 Eh
Energy relative to the best compared isomer or geometry (same formula, charge and spin) ... 0.0 kcal per mole
F_max ... 0.046 Eh/bohr
Charge ... +2
Kohn-Sham gap (alpha / beta) ... 6.52 / 7.53 eV
Expectation value of S² ... 3.77
Spin multiplicity ... 4